Here is a molecular structure, C24H18F7MnN5O3SSe at a distorted geometry from the Open Molecules 2025 dataset. Energies are from wB97M-V/def2-TZVPD.

The expectation value of S² is 8.76. The value obtained for the lowest unoccupied orbital energy (alpha / beta) is 3.8 / 3.8 eV. As for the multiplicity: 6. The total charge is -2. The value obtained for the frontier orbital gap (alpha / beta) is 4.20 / 4.93 eV. For the HOMO energy (alpha / beta), the calculation gives -0.43 / -1.16 eV.

Each line ends with the natural charge from an NBO analysis.
CARTESIAN COORDINATES (ANGSTROEM)
Se  14.672  12.838  9.021  -0.367
Mn  12.703  11.958  6.610  1.387
S  14.471  13.345  5.038  -0.374
F  10.966  10.111  5.080  -0.417
F  11.162  12.131  4.083  -0.406
F  19.737  14.608  7.143  -0.335
F  18.311  16.515  5.956  -0.311
F  16.258  11.528  6.662  -0.308
F  15.650  16.066  5.396  -0.320
F  18.631  12.238  7.847  -0.305
O  12.454  10.151  8.181  -0.719
O  14.553  10.165  4.163  -0.611
O  11.372  13.226  7.705  -0.716
N  13.727  8.238  7.648  -0.442
N  13.664  10.231  6.315  -0.773
N  9.225  14.045  8.004  -0.283
N  8.293  13.882  9.059  -0.216
N  12.931  12.693  11.391  -0.604
C  8.876  17.369  5.492  -0.229
C  13.163  7.520  8.793  -0.404
C  17.908  13.068  7.110  0.252
C  15.862  13.759  5.907  -0.283
C  8.685  17.544  6.853  -0.223
C  11.102  11.478  5.292  0.035
C  9.305  16.169  4.976  -0.199
C  8.868  16.481  7.749  -0.268
C  13.221  9.546  7.413  0.760
C  10.279  13.222  8.365  0.622
C  16.411  15.049  5.843  0.296
C  7.980  12.547  11.142  -0.652
C  18.446  14.345  6.823  0.218
C  13.564  12.806  10.404  0.045
C  9.565  15.124  5.831  -0.207
C  17.744  15.340  6.170  0.245
C  9.965  12.513  9.579  -0.354
C  16.664  12.776  6.580  0.375
C  14.358  9.603  5.236  0.633
C  14.467  7.648  6.667  0.064
C  14.812  8.252  5.507  -0.382
C  9.251  15.211  7.229  0.228
C  8.713  12.935  9.933  0.220
C  6.865  14.155  8.730  -0.419
H  14.715  6.636  6.951  0.178
H  10.161  11.763  5.751  0.041
H  9.411  15.961  3.887  0.225
H  7.335  13.426  11.506  0.207
H  10.007  14.206  5.425  0.263
H  10.610  11.858  10.090  0.278
H  8.231  18.477  7.172  0.202
H  6.234  13.971  9.591  0.207
H  6.489  13.524  7.920  0.200
H  8.692  18.239  4.830  0.201
H  6.767  15.245  8.466  0.217
H  12.805  8.236  9.535  0.252
H  13.955  6.946  9.231  0.184
H  7.349  11.654  10.967  0.225
H  15.304  7.748  4.714  0.213
H  12.307  6.877  8.537  0.177
H  8.716  16.674  8.798  0.219
H  8.684  12.337  11.953  0.255

---

Here is a molecular structure, C24H18I2N6RuSe from the Open Molecules 2025 dataset. Energies are from wB97M-V/def2-TZVPD.

The value obtained for the lowest unoccupied orbital energy (alpha / beta) is -2.1 / -2.1 eV. The value obtained for the frontier orbital gap (alpha / beta) is 5.30 / 5.21 eV. For the HOMO energy (alpha / beta), the calculation gives -7.44 / -7.36 eV.

Each line ends with the natural charge from an NBO analysis.
CARTESIAN COORDINATES (ANGSTROEM)
I  2.531  -3.087  2.398  0.009
I  0.951  -0.997  2.710  0.261
Ru  0.417  0.198  0.311  0.470
Se  1.931  2.167  0.774  -0.133
N  1.956  2.586  3.735  -0.438
N  1.820  -0.888  -0.861  -0.432
N  -0.061  0.600  -1.571  -0.395
N  -1.343  0.793  1.051  -0.353
N  -0.272  -0.837  -1.882  -0.188
N  -0.760  -1.168  -0.550  -0.362
C  1.126  2.877  -4.882  -0.227
C  -4.422  -1.194  -0.867  -0.181
C  -0.414  1.360  -3.822  -0.238
C  -3.117  -1.473  -1.178  -0.241
C  -2.128  4.414  3.020  -0.213
C  1.077  -1.360  -1.879  0.358
C  1.556  2.094  -2.646  -0.254
C  2.922  -2.562  -2.741  -0.137
C  -1.623  2.010  1.732  0.197
C  0.376  1.354  -2.667  0.196
C  1.584  -2.198  -2.842  -0.239
C  3.690  -2.074  -1.697  -0.260
C  -1.454  3.400  3.681  -0.186
C  -4.741  -0.331  0.205  -0.218
C  -2.292  3.032  1.059  -0.249
C  -2.539  4.230  1.705  -0.190
C  -3.761  0.302  0.915  -0.206
C  1.946  2.423  2.590  0.039
C  3.099  -1.230  -0.768  0.085
C  1.916  2.864  -3.743  -0.189
C  -0.036  2.113  -4.918  -0.207
C  -1.197  2.200  3.036  -0.231
C  -2.090  -0.892  -0.418  0.258
C  -2.401  0.082  0.575  0.079
H  -0.660  2.119  -5.804  0.212
H  2.192  2.066  -1.773  0.220
H  -1.099  3.545  4.692  0.227
H  -5.780  -0.165  0.461  0.220
H  -1.325  0.776  -3.830  0.224
H  3.364  -3.214  -3.483  0.226
H  4.736  -2.326  -1.602  0.232
H  -2.586  2.883  0.028  0.228
H  -5.221  -1.657  -1.431  0.218
H  0.947  -2.535  -3.646  0.243
H  -0.650  1.419  3.549  0.215
H  2.829  3.445  -3.709  0.214
H  1.412  3.475  -5.737  0.212
H  -4.008  0.974  1.725  0.234
H  3.652  -0.798  0.057  0.229
H  -2.320  5.353  3.522  0.217
H  -2.855  -2.157  -1.973  0.228
H  -3.045  5.027  1.176  0.216

---

Here is a molecular structure, C24H18IN7OS6Ti from the Open Molecules 2025 dataset. Energies are from wB97M-V/def2-TZVPD.

The value obtained for the lowest unoccupied orbital energy (alpha / beta) is -7.0 / -6.8 eV. The total charge is +2. The value obtained for the frontier orbital gap (alpha / beta) is 5.86 / 6.00 eV. For the HOMO energy (alpha / beta), the calculation gives -12.85 / -12.84 eV.

Each line ends with the natural charge from an NBO analysis.
CARTESIAN COORDINATES (ANGSTROEM)
I  6.076  -2.670  0.565  0.298
Ti  0.370  -0.290  0.003  1.207
S  -0.882  3.427  -5.645  0.139
S  1.302  1.752  -0.511  0.046
S  -0.124  0.799  -4.456  0.488
S  -2.265  0.732  -1.688  1.279
S  0.879  -0.927  -2.182  0.080
S  0.256  3.253  -2.900  0.493
O  -1.394  0.246  -0.478  -0.948
N  1.899  -3.080  0.495  -0.306
N  -2.026  -2.945  2.635  -0.302
N  -1.334  -2.188  3.498  -0.195
N  1.434  0.788  4.870  -0.301
N  0.902  0.309  2.164  -0.459
N  -0.752  -1.722  1.387  -0.554
N  1.942  -1.741  0.355  -0.370
C  1.992  1.503  3.911  0.036
C  -4.120  2.615  -1.430  -0.190
C  -4.351  0.754  0.124  -0.215
C  -5.936  2.562  0.134  -0.147
C  0.519  0.614  -2.854  -0.423
C  -2.858  -0.753  -2.433  -0.197
C  3.237  -1.424  0.353  -0.002
C  -3.775  -0.553  -3.459  -0.210
C  -4.269  -1.664  -4.124  -0.173
C  -2.909  -3.111  -2.756  -0.189
C  -5.478  1.351  0.651  -0.178
C  -0.330  2.551  -4.409  -0.591
C  4.033  -2.563  0.494  -0.295
C  3.127  -3.610  0.576  -0.001
C  0.712  1.764  -2.131  -0.421
C  -3.837  -2.938  -3.768  -0.166
C  -0.576  -1.461  2.713  0.292
C  -2.405  -2.011  -2.075  -0.239
C  0.608  -0.172  4.494  0.065
C  -5.268  3.191  -0.901  -0.194
C  0.342  -0.417  3.150  0.113
C  -1.690  -2.659  1.381  0.222
C  1.735  1.276  2.556  0.041
C  -3.686  1.401  -0.913  -0.218
H  -2.135  -3.133  0.524  0.245
H  -1.644  -2.121  -1.311  0.203
H  -4.223  -3.798  -4.294  0.243
H  0.140  -0.767  5.265  0.241
H  -6.012  0.877  1.461  0.236
H  -5.625  4.132  -1.291  0.246
H  -3.567  3.106  -2.219  0.239
H  2.213  1.888  1.801  0.233
H  -2.701  -3.617  2.973  0.454
H  -3.995  -0.195  0.507  0.220
H  -2.565  -4.104  -2.507  0.228
H  3.541  -0.393  0.231  0.249
H  -6.824  3.014  0.550  0.243
H  -4.106  0.437  -3.741  0.239
H  1.014  -3.558  0.494  0.424
H  2.671  2.295  4.200  0.237
H  -4.982  -1.533  -4.922  0.246
H  3.272  -4.668  0.688  0.260

---

Here is a molecular structure, C24H18MnN13 at a distorted geometry from the Open Molecules 2025 dataset. Energies are from wB97M-V/def2-TZVPD.

The expectation value of S² is 3.82. The value obtained for the lowest unoccupied orbital energy (alpha / beta) is -4.7 / -5.0 eV. As for the multiplicity: 4. The total charge is +1. The value obtained for the frontier orbital gap (alpha / beta) is 6.17 / 5.85 eV. For the HOMO energy (alpha / beta), the calculation gives -10.83 / -10.86 eV.

Each line ends with the natural charge from an NBO analysis.
CARTESIAN COORDINATES (ANGSTROEM)
Mn  0.351  0.311  0.047  1.253
N  0.762  4.409  0.025  -0.030
N  3.261  2.121  0.524  -0.540
N  5.278  -0.585  0.019  0.045
N  -1.425  1.141  0.015  -0.448
N  2.056  4.138  0.286  -0.322
N  4.770  0.392  0.408  -0.158
N  -0.127  0.167  1.968  -0.143
N  -1.134  0.820  2.312  -0.088
N  -2.355  -1.409  0.569  -0.473
N  0.923  2.262  0.028  -0.517
N  0.085  3.338  -0.125  -0.126
N  2.717  -1.148  -0.740  -0.442
N  2.430  0.059  -0.160  -0.372
C  2.020  -1.669  5.082  -0.158
C  0.395  -1.712  -0.317  -0.404
C  3.407  0.821  0.210  0.512
C  -0.537  -2.786  -0.204  0.043
C  1.634  -1.323  2.738  -0.212
C  1.694  -2.098  -0.688  0.202
C  -4.177  -3.479  0.640  -0.148
C  -2.877  2.281  1.531  -0.187
C  2.347  -1.929  3.761  -0.195
C  -4.575  -2.197  0.984  -0.246
C  -2.063  1.677  -1.014  0.111
C  -1.966  -2.628  0.220  0.167
C  -2.869  -3.698  0.257  -0.221
C  0.972  -0.804  5.382  -0.197
C  2.106  2.831  0.276  0.439
C  -3.538  2.858  0.452  -0.123
C  0.593  -0.458  3.043  0.134
C  -1.832  1.428  1.256  0.304
C  1.150  -4.398  -0.918  -0.159
C  -3.619  -1.203  0.930  0.049
C  -3.142  2.535  -0.832  -0.198
C  -0.137  -4.085  -0.512  -0.225
C  2.083  -3.396  -1.007  -0.258
C  0.253  -0.197  4.371  -0.191
H  0.714  -0.600  6.411  0.234
H  1.864  -1.558  1.712  0.222
H  3.688  -1.477  -0.704  0.405
H  -0.556  0.478  4.602  0.243
H  -3.885  -0.186  1.190  0.183
H  -4.878  -4.302  0.665  0.230
H  -5.589  -1.974  1.284  0.232
H  -3.144  2.479  2.558  0.256
H  3.150  -2.611  3.520  0.229
H  -2.579  -4.698  -0.016  0.220
H  -1.694  1.432  -2.001  0.223
H  4.075  2.642  0.816  0.455
H  -0.837  -4.899  -0.435  0.213
H  -3.632  2.962  -1.695  0.249
H  2.576  -2.141  5.880  0.232
H  -4.356  3.546  0.618  0.246
H  3.104  -3.600  -1.303  0.223
H  1.419  -5.421  -1.143  0.230